C5H11NO | wB97M-V/def2-TZVPD

Relative energy (zero: lowest compared OMol25 entry of this formula, charge and spin), eV: 0.820
E_LUMO, eV: 0.880
Total charge: 0
Largest force on an atom, Eh/bohr: 0.028
E_HOMO, Eh: -0.339
E_tot, Eh: -327.101194
Orbital gap, eV: 10.11
SMILES: CCN(C=O)CC

Last columns: bonded neighbours and bond lengths (Å).
Cartesian coordinates (Å):
1 C 0.0902 -0.2589 1.7504  N2 1.348, O7 1.217, H8 1.084
2 N 0.1973 -0.1342 0.4122  C1 1.348, C3 1.441, C5 1.456
3 C 0.6149 -1.2613 -0.3822  N2 1.441, C4 1.527, H9 1.088, H10 1.102
4 C -0.5028 -1.9419 -1.1697  C3 1.527, H11 1.097, H12 1.094, H13 1.085
5 C -0.2874 1.0552 -0.2725  N2 1.456, C6 1.542, H14 1.085, H15 1.095
6 C 0.1762 2.3806 0.3656  C5 1.542, H16 1.073, H17 1.090, H18 1.088
7 O 0.3335 -1.2650 2.3898  C1 1.217
8 H -0.2582 0.6385 2.2485  C1 1.084
9 H 1.2196 -1.9549 0.1975  C3 1.088
10 H 1.3011 -0.9165 -1.1726  C3 1.102
11 H -1.3810 -2.2115 -0.5692  C4 1.097
12 H -0.1459 -2.9300 -1.4729  C4 1.094
13 H -0.8431 -1.3997 -2.0459  C4 1.085
14 H 0.0587 1.0613 -1.3007  C5 1.085
15 H -1.3740 0.9985 -0.3925  C5 1.095
16 H 1.1558 2.2287 0.7770  C6 1.073
17 H 0.2143 3.1389 -0.4170  C6 1.090
18 H -0.5691 2.7722 1.0540  C6 1.088

Mulliken atomic charge list, values in e, 4 entries: number 1, C, carries 0.01; number 2, N, carries 0.10; number 3, C, carries -0.60; number 4, C, carries -1.11

***

C18H25N3O13 | wB97M-V/def2-TZVPD

E_LUMO, eV: -1.785
Total charge: 0
Largest force on an atom, Eh/bohr: 0.075
E_HOMO, Eh: -0.350
E_tot, Eh: -1843.018025
Orbital gap, eV: 7.74
SMILES: O=C1C=C(O)C(=O)C=C1O.O=C1C=C(O)C(=O)C=C1O.C[N+](=O)[O-].C[N+](=O)[O-].COC[C@H](C)N

Last columns: bonded neighbours and bond lengths (Å).
Cartesian coordinates (Å):
1 C 0.9708 -0.0755 -1.3041  N2 1.494, H5 1.080, H6 1.089, H7 1.087
2 N 1.6398 0.5865 -0.1434  C1 1.494, O3 1.224, O4 1.225
3 O 1.4442 1.7844 0.0132  N2 1.224
4 O 2.4464 -0.0723 0.5009  N2 1.225
5 H 0.5410 0.7304 -1.8802  C1 1.080
6 H 0.3297 -0.7947 -0.7959  C1 1.089
7 H 1.7297 -0.7088 -1.7577  C1 1.087
8 C 2.9742 0.9426 3.9701  N9 1.488, H12 1.085, H13 1.087, H14 1.085
9 N 1.9832 0.8461 5.0761  C8 1.488, O10 1.217, O11 1.211
10 O 2.2598 0.1322 6.0221  N9 1.217
11 O 0.9546 1.4773 4.9811  N9 1.211
12 H 3.6543 1.7744 4.1230  C8 1.085
13 H 2.3569 1.0578 3.0831  C8 1.087
14 H 3.5207 0.0053 3.9730  C8 1.085
15 C -4.3458 0.4518 -2.1579  C16 1.532, H21 1.092, H22 1.092, H23 1.095
16 C -3.6732 -0.6755 -1.3682  C15 1.532, C17 1.524, N20 1.440, H24 1.102
17 C -3.7150 -1.9608 -2.1865  C16 1.524, O18 1.383, H25 1.100, H26 1.100
18 O -5.0127 -2.3909 -2.3936  C17 1.383, C19 1.406
19 C -5.1706 -3.7388 -2.7603  O18 1.406, H27 1.097, H28 1.092, H29 1.088
20 N -2.3303 -0.3236 -0.9851  C16 1.440, H30 1.015, H31 1.010
21 H -5.3929 0.2391 -2.3845  C15 1.092
22 H -3.8007 0.6478 -3.0835  C15 1.092
23 H -4.4791 1.4082 -1.6420  C15 1.095
24 H -4.3437 -0.8582 -0.5132  C16 1.102
25 H -3.0790 -2.6674 -1.6325  C17 1.100
26 H -3.2161 -1.6828 -3.1269  C17 1.100
27 H -4.8934 -4.3546 -1.8958  C19 1.097
28 H -4.5948 -4.0344 -3.6395  C19 1.092
29 H -6.2234 -3.9620 -2.9220  C19 1.088
30 H -1.9640 -1.0964 -0.4381  N20 1.015
31 H -2.2012 0.5250 -0.4525  N20 1.010
32 C -0.5543 -0.0337 2.9014  C33 1.337, C38 1.456, H42 1.083
33 C -0.3754 -0.9378 3.8704  C32 1.337, C34 1.502, O41 1.337
34 C -1.2063 -1.0215 5.1182  C33 1.502, O35 1.211, C36 1.458
35 O -1.1164 -1.9691 5.8671  C34 1.211
36 C -2.1496 0.0768 5.2931  C34 1.458, C37 1.340, H43 1.081
37 C -2.3077 0.9859 4.3218  C36 1.340, C38 1.525, O40 1.340
38 C -1.5157 1.0530 3.0198  C32 1.456, C37 1.525, O39 1.206
39 O -1.7174 1.9182 2.2039  C38 1.206
40 O -3.1806 1.9921 4.4647  C37 1.340, H44 0.976
41 O 0.5518 -1.8934 3.7514  C33 1.337, H45 0.979
42 H 0.1150 -0.0477 2.0503  C32 1.083
43 H -2.7047 0.2525 6.2038  C36 1.081
44 H -3.1243 2.5394 3.6591  O40 0.976
45 H 0.5541 -2.3758 4.6036  O41 0.979
46 C 3.2864 2.0658 -3.2736  C47 1.331, C52 1.467, H56 1.084
47 C 4.3749 2.2086 -2.5218  C46 1.331, C48 1.477, O55 1.343
48 C 5.5556 1.3570 -2.7688  C47 1.477, O49 1.215, C50 1.501
49 O 6.5961 1.2712 -2.1473  C48 1.215
50 C 5.3767 0.3021 -3.8208  C48 1.501, C51 1.336, H57 1.083
51 C 4.3154 0.2344 -4.6292  C50 1.336, C52 1.484, O54 1.350
52 C 3.1496 1.1206 -4.3876  C46 1.467, C51 1.484, O53 1.216
53 O 2.0820 0.9294 -4.9380  C52 1.216
54 O 4.1683 -0.7288 -5.5638  C51 1.350, H58 0.974
55 O 4.4566 3.0831 -1.5057  C47 1.343, H59 0.972
56 H 2.3560 2.5968 -3.1111  C46 1.084
57 H 6.1114 -0.4702 -4.0099  C50 1.083
58 H 3.2779 -0.5911 -5.9348  O54 0.974
59 H 5.2555 2.8698 -0.9952  O55 0.972

Mulliken atomic charge list, values in e, 4 entries: number 1, C, carries -0.78; number 2, N, carries 1.05; number 3, O, carries -0.53; number 4, O, carries -0.57

***

C16H52O18 | wB97M-V/def2-TZVPD

Relative energy (zero: lowest compared OMol25 entry of this formula, charge and spin), eV: 3.882
E_LUMO, eV: -0.363
Total charge: 0
Largest force on an atom, Eh/bohr: 0.078
E_HOMO, Eh: -0.333
E_tot, Eh: -1994.837044
Orbital gap, eV: 8.68
SMILES: OCCO.OCCO.OCCO.OCCO.OCCO.OCCO.OCCO.OCCO.O.O

Last columns: bonded neighbours and bond lengths (Å).
Cartesian coordinates (Å):
1 O 4.4150 -14.8360 -6.3550  H2 0.971, H3 0.966
2 H 4.6880 -14.1380 -5.7370  O1 0.971
3 H 4.0810 -14.3390 -7.1130  O1 0.966
4 O 3.1370 -16.6690 -4.8650  H5 0.961, H6 0.937
5 H 2.2070 -16.4500 -4.9650  O4 0.961
6 H 3.5600 -15.9510 -5.2930  O4 0.937
7 C 6.5410 -17.1010 -7.5420  C8 1.505, O10 1.389, H11 1.091, H12 1.080
8 C 6.5310 -16.3140 -8.8250  C7 1.505, O9 1.441, H13 1.079, H14 1.073
9 O 6.4940 -17.1390 -10.0060  C8 1.441, H15 0.952
10 O 6.6640 -16.2100 -6.4840  C7 1.389, H16 0.965
11 H 7.3390 -17.8410 -7.4650  C7 1.091
12 H 5.5650 -17.5450 -7.4140  C7 1.080
13 H 7.3570 -15.6310 -8.9460  C8 1.079
14 H 5.7090 -15.6300 -8.9170  C8 1.073
15 H 6.5690 -16.6200 -10.8000  O9 0.952
16 H 5.8170 -15.7790 -6.3180  O10 0.965
17 C 4.8310 -14.8120 -2.0820  C18 1.477, O20 1.404, H21 1.061, H22 1.100
18 C 5.5830 -15.8230 -2.8530  C17 1.477, O19 1.347, H23 1.101, H24 1.056
19 O 4.8960 -16.9770 -2.9620  C18 1.347, H25 0.983
20 O 5.5380 -13.6020 -2.1640  C17 1.404, H26 0.979
21 H 4.6610 -15.1230 -1.0820  C17 1.061
22 H 3.8270 -14.6970 -2.5160  C17 1.100
23 H 6.5110 -15.9050 -2.2670  C18 1.101
24 H 5.7070 -15.4440 -3.8310  C18 1.056
25 H 4.2140 -16.8880 -3.6650  O19 0.983
26 H 6.4270 -13.7230 -1.7720  O20 0.979
27 C 4.7840 -19.7100 -4.9250  C28 1.522, O30 1.425, H31 1.074, H32 1.092
28 C 5.8830 -20.5160 -5.6020  C27 1.522, O29 1.397, H33 1.104, H34 1.089
29 O 5.4090 -20.9030 -6.8580  C28 1.397, H35 0.969
30 O 5.0470 -19.7750 -3.5260  C27 1.425, H36 0.966
31 H 3.8040 -20.1370 -5.0260  C27 1.074
32 H 4.8040 -18.6290 -5.0810  C27 1.092
33 H 6.0270 -21.5270 -5.1830  C28 1.104
34 H 6.7610 -19.8800 -5.7070  C28 1.089
35 H 6.1930 -21.3740 -7.1780  O29 0.969
36 H 4.2270 -19.5560 -3.0640  O30 0.966
37 C 1.8110 -16.4290 -8.3580  C38 1.559, O40 1.419, H41 1.104, H42 1.126
38 C 2.9350 -17.4580 -8.6880  C37 1.559, O39 1.359, H43 1.121, H44 1.134
39 O 3.0540 -18.0780 -7.4850  C38 1.359, H45 0.931
40 O 1.7430 -15.5270 -9.4510  C37 1.419, H46 0.956
41 H 1.9760 -15.8860 -7.4110  C37 1.104
42 H 0.7640 -16.8210 -8.2270  C37 1.126
43 H 3.9520 -17.0150 -8.8480  C38 1.121
44 H 2.6150 -18.2370 -9.4470  C38 1.134
45 H 3.2030 -17.4350 -6.8280  O39 0.931
46 H 2.4640 -14.9140 -9.3160  O40 0.956
47 C 1.9070 -16.1980 0.1890  C48 1.524, O50 1.437, H51 1.112, H52 1.141
48 C 1.1230 -16.3860 -1.1040  C47 1.524, O49 1.439, H53 1.064, H54 1.133
49 O 1.9010 -16.7480 -2.2590  C48 1.439, H55 0.975
50 O 1.0890 -16.3140 1.3650  C47 1.437, H56 0.967
51 H 2.3490 -15.1830 0.0800  C47 1.112
52 H 2.7070 -17.0050 0.2870  C47 1.141
53 H 0.4550 -15.5890 -1.3310  C48 1.064
54 H 0.4080 -17.2520 -0.9560  C48 1.133
55 H 2.0960 -15.9660 -2.8070  O49 0.975
56 H 0.7720 -17.2270 1.4050  O50 0.967
57 C 1.5110 -13.3270 -2.1690  C58 1.530, O60 1.416, H61 1.082, H62 1.061
58 C 2.2550 -12.0880 -2.6710  C57 1.530, O59 1.402, H63 1.154, H64 1.112
59 O 2.3350 -11.3590 -1.4760  C58 1.402, H65 0.994
60 O 1.5140 -14.1370 -3.3300  C57 1.416, H66 0.964
61 H 0.5110 -13.0990 -1.8230  C57 1.082
62 H 2.0670 -13.7790 -1.3860  C57 1.061
63 H 1.6630 -11.6190 -3.5430  C58 1.154
64 H 3.3070 -12.2240 -3.0060  C58 1.112
65 H 2.6820 -11.9050 -0.7210  O59 0.994
66 H 0.8180 -13.7610 -3.8810  O60 0.964
67 C 0.8160 -19.9210 -5.2280  C68 1.569, O70 1.381, H71 1.067, H72 1.076
68 C -0.5280 -19.5840 -5.9650  C67 1.569, O69 1.400, H73 1.061, H74 1.073
69 O -0.2510 -18.8580 -7.1300  C68 1.400, H75 0.906
70 O 0.4930 -20.4540 -3.9960  C67 1.381, H76 0.980
71 H 1.4790 -19.1030 -5.0560  C67 1.067
72 H 1.3430 -20.6790 -5.7800  C67 1.076
73 H -1.2500 -18.9690 -5.4890  C68 1.061
74 H -1.1540 -20.4280 -6.1840  C68 1.073
75 H -1.0130 -18.7610 -7.6110  O69 0.906
76 H 0.2670 -21.3950 -4.1510  O70 0.980
77 C -0.4340 -16.5260 -4.6000  C78 1.572, O80 1.398, H81 1.083, H82 1.121
78 C -1.7650 -16.2400 -5.3870  C77 1.572, O79 1.392, H83 1.084, H84 1.063
79 O -2.8650 -16.3920 -4.5480  C78 1.392, H85 0.972
80 O 0.5960 -16.6050 -5.5420  C77 1.398, H86 0.932
81 H -0.6750 -17.4130 -4.0280  C77 1.083
82 H -0.2410 -15.7390 -3.8250  C77 1.121
83 H -1.8980 -16.9430 -6.2020  C78 1.084
84 H -1.6170 -15.3320 -5.9190  C78 1.063
85 H -3.1620 -17.3170 -4.5880  O79 0.972
86 H 0.4610 -17.3920 -6.0220  O80 0.932

Mulliken atomic charge list, values in e, 4 entries: number 1, O, carries -0.64; number 2, H, carries 0.21; number 3, H, carries 0.20; number 4, O, carries 0.80

***

C24H41N4O6PS2Si | wB97M-V/def2-TZVPD

E_LUMO, eV: -1.583
Total charge: 0
Largest force on an atom, Eh/bohr: 0.194
E_HOMO, Eh: -0.295
E_tot, Eh: -3035.942587
Orbital gap, eV: 6.45

Last columns: bonded neighbours and bond lengths (Å).
Cartesian coordinates (Å):
1 C -3.5267 3.7690 0.4071  Si2 1.930, H32 1.173, H33 1.183, H34 1.190
2 Si -1.8683 3.7415 -0.5806  C1 1.930, C3 1.953, C4 1.935, C26 1.959
3 C -1.3245 5.5777 -0.9647  Si2 1.953, H35 1.179, H36 1.187, H37 1.182
4 C -0.3856 2.9366 0.3666  Si2 1.935, C5 1.653, H38 1.174, H39 1.193
5 C -0.4535 3.1356 2.0064  C4 1.653, C6 1.672, H40 1.176, H41 1.193
6 C 1.0600 3.1719 2.7150  C5 1.672, C7 1.657, H42 1.174, H43 1.190
7 C 1.4130 1.7723 3.5286  C6 1.657, C8 1.645, H44 1.191, H45 1.191
8 C 2.8212 1.0656 3.0571  C7 1.645, C9 1.673, H46 1.171, H47 1.194
9 C 2.6108 -0.5169 2.5582  C8 1.673, C10 1.640, H48 1.170, H49 1.188
10 C 2.0112 -0.4259 1.0350  C9 1.640, C11 1.639, H50 1.190, H51 1.193
11 C 1.3066 -1.7979 0.4802  C10 1.639, N12 1.545, H52 1.194, H53 1.193
12 N 0.3522 -2.4546 1.5021  C11 1.545, C13 1.504, C16 1.363
13 C 0.7987 -3.7842 2.0437  N12 1.504, O14 1.359, O15 1.478
14 O 0.5944 -4.8702 1.2529  C13 1.359
15 O 1.3899 -4.0484 3.3727  C13 1.478
16 C -0.7972 -1.7677 1.7565  N12 1.363, N17 1.542, N22 1.499
17 N -1.2345 -0.4087 1.1748  C16 1.542, C18 1.513
18 C -2.5863 0.0147 1.7062  N17 1.513, N19 1.542, H54 1.170
19 N -2.8753 -1.2100 2.5977  C18 1.542, P20 1.789, N22 1.399
20 P -4.4817 -1.0699 3.3723  N19 1.789, S21 1.972, H55 1.455, H56 1.469
21 S -5.6052 -2.6757 3.1559  P20 1.972
22 N -1.8995 -2.2103 2.6705  C16 1.499, N19 1.399, C23 1.501
23 C -2.1658 -3.4178 3.5214  N22 1.501, O24 1.500, H57 1.193, H58 1.194
24 O -2.8546 -4.5038 2.7489  C23 1.500, O25 1.303
25 O -2.4310 -4.5319 1.5173  O24 1.303, H59 1.003
26 C -2.0911 2.6931 -2.2206  Si2 1.959, C27 1.663, C31 1.651
27 C -2.9982 1.3016 -2.2924  C26 1.663, C28 1.667, H60 1.191
28 C -3.1591 0.4057 -3.6890  C27 1.667, C29 1.672, H61 1.177
29 C -2.4081 0.9764 -5.0692  C28 1.672, C30 1.654, H62 1.187
30 C -1.5216 2.3725 -5.0236  C29 1.654, C31 1.661, H63 1.186
31 C -1.3502 3.2138 -3.6014  C26 1.651, C30 1.661, H64 1.189
32 H -4.2416 2.8770 0.1430  C1 1.173
33 H -3.3292 3.7743 1.5731  C1 1.183
34 H -4.1154 4.7688 0.1433  C1 1.190
35 H -0.1993 5.5050 -1.3085  C3 1.179
36 H -1.9928 6.0770 -1.8089  C3 1.187
37 H -1.3366 6.2165 0.0303  C3 1.182
38 H -0.3494 1.8080 0.0467  C4 1.174
39 H 0.5944 3.4879 -0.0314  C4 1.193
40 H -1.0917 2.3174 2.5589  C5 1.176
41 H -1.0219 4.1710 2.1752  C5 1.193
42 H 1.8577 3.4588 1.9021  C6 1.174
43 H 0.9906 4.0477 3.5180  C6 1.190
44 H 0.5608 0.9626 3.3347  C7 1.191
45 H 1.5252 2.0160 4.6892  C7 1.191
46 H 3.7047 1.1747 3.8177  C8 1.171
47 H 3.1677 1.6377 2.0683  C8 1.194
48 H 1.9347 -1.1388 3.2828  C9 1.170
49 H 3.7056 -0.9673 2.4630  C9 1.188
50 H 1.2476 0.4857 0.9877  C10 1.190
51 H 2.8799 -0.1587 0.2622  C10 1.193
52 H 2.1973 -2.5626 0.2630  C11 1.194
53 H 0.7735 -1.6537 -0.5778  C11 1.193
54 H -3.2533 0.9583 1.5208  C18 1.170
55 H -4.2938 -0.7080 4.7693  P20 1.455
56 H -5.2493 0.0134 2.7427  P20 1.469
57 H -2.8828 -3.2200 4.4540  C23 1.193
58 H -1.1863 -3.9038 4.0003  C23 1.194
59 H -3.1570 -4.3246 0.8571  O25 1.003
60 H -3.5711 0.8684 -1.3422  C27 1.191
61 H -3.7752 -0.5946 -3.7533  C28 1.177
62 H -2.4961 0.3781 -6.0910  C29 1.187
63 H -0.9909 2.7922 -5.9972  C30 1.186
64 H -0.6994 4.2082 -3.5770  C31 1.189
65 C 2.8999 -3.5640 -3.8109  C66 1.528, C71 1.521, H72 1.094, H73 1.097
66 C 4.3245 -3.5723 -4.3632  C65 1.528, C67 1.528, H74 1.097, H75 1.094
67 C 4.9175 -2.1849 -4.1234  C66 1.528, S68 1.787, H76 1.093, H77 1.093
68 S 4.0906 -1.5306 -2.6812  C67 1.787, O69 1.448, O70 1.449, C71 1.782
69 O 3.3022 -0.3845 -3.0826  S68 1.448
70 O 5.0275 -1.4790 -1.5767  S68 1.449
71 C 2.9933 -2.9136 -2.4387  C65 1.521, S68 1.782, H78 1.091, H79 1.094
72 H 2.4821 -4.5731 -3.7498  C65 1.094
73 H 2.2530 -2.9681 -4.4658  C65 1.097
74 H 4.9181 -4.3245 -3.8296  C66 1.097
75 H 4.3449 -3.8320 -5.4263  C66 1.094
76 H 5.9928 -2.2342 -3.9344  C67 1.093
77 H 4.7170 -1.5134 -4.9628  C67 1.093
78 H 2.0302 -2.5650 -2.0620  C71 1.091
79 H 3.4598 -3.5878 -1.7143  C71 1.094

Mulliken atomic charge list, values in e, 4 entries: number 1, C, carries -0.95; number 2, Si, carries 0.08; number 3, C, carries -0.97; number 4, C, carries -0.13